1.
Computed, not measured: 6 unconnected molecules or ions with the total composition C29H65B3ClN5O11, with ωB97M-V/def2-TZVPD.

## Properties
Spin multiplicity: 1
Frontier orbital gap: 9.29 eV
E_LUMO: 0.4 eV
SMILES: CC[C@@H](Cl)B1OB(CCCCCCCCCOC)OB(COO)O1.CNC(C)=O.CNC(C)=O.CNC(C)=O.CNC(C)=O.CNC(C)=O
F_max: 6.3 eV Å⁻¹
HOMO energy: -8.91 eV
Electronic energy: -75650.24386 eV
Energy above the lowest of the compared OMol25 structures with the same formula, charge and spin: 663.6 kJ/mol

CARTESIAN COORDINATES (ANGSTROEM)
Cl -0.41 3.15 0.89
O 5.27 1.08 1.01
O -2.08 -1.39 4.40
O -6.99 3.66 -1.33
O 9.49 2.78 -0.87
O -0.52 -0.46 -2.75
O -1.07 -7.51 2.62
O 3.74 5.40 -3.21
O -0.56 -0.24 -0.20
O -2.32 0.98 -1.62
O 3.96 -0.49 -1.86
O 2.70 -0.82 -1.99
N 4.42 5.49 -5.35
N -3.16 -8.11 3.17
N 4.97 3.21 0.33
N -2.02 -3.59 3.96
N 10.05 2.91 1.30
C -5.87 3.97 -2.28
C -1.66 -9.79 2.19
C -6.28 -1.69 -0.98
C -7.93 0.68 1.11
C 5.13 4.36 -0.52
C -1.93 -8.40 2.67
C 10.37 2.79 -0.02
C 3.87 4.83 -4.29
C 6.38 1.71 -1.02
C -1.41 -4.87 3.64
C -1.56 0.93 2.34
C 11.83 2.67 -0.38
C 5.50 1.96 0.18
C -3.94 -2.03 -2.43
C -1.40 -2.39 4.13
C 0.09 -2.33 3.99
C -6.50 -1.65 0.64
C -8.09 1.51 -0.29
C -3.09 -1.00 -3.43
C 10.93 2.94 2.44
C -6.50 -0.12 1.29
C -6.75 2.32 -0.79
C -4.29 -9.00 3.31
C -2.40 1.51 3.64
C -4.87 -1.01 -1.48
C 4.65 5.00 -6.69
C 1.82 0.23 -1.39
C -1.75 1.84 0.98
C 3.42 3.41 -4.50
B -1.97 -0.12 -2.56
B 0.21 -0.16 -1.48
B -1.58 0.85 -0.34
H 4.28 2.79 -4.79
H -8.09 1.33 2.09
H -1.78 -10.50 3.02
H -4.57 -9.03 4.37
H -3.21 -2.70 -1.80
H -4.08 -10.01 2.96
H 2.08 0.33 -0.24
H -1.92 -0.17 2.09
H 4.11 5.65 -7.38
H 10.77 3.89 2.97
H 7.25 2.37 -0.99
H -5.93 2.45 0.07
H 11.93 2.59 -1.46
H -6.29 1.68 -1.69
H 4.32 3.97 -6.82
H -3.26 -7.15 3.47
H 5.72 5.08 -6.89
H -8.93 2.35 -0.12
H -2.60 -1.58 -4.34
H -1.85 -5.22 2.70
H 0.43 -1.30 4.16
H 4.69 6.44 -5.13
H -4.91 3.32 -2.08
H -6.32 -2.82 -1.32
H -2.09 1.02 4.66
H 2.65 3.37 -5.28
H -6.20 3.80 -3.40
H 12.37 3.57 -0.05
H 2.06 1.26 -1.89
H 9.05 2.98 1.46
H -3.02 -3.55 4.07
H -1.66 -5.57 4.44
H -4.59 -2.71 -3.14
H -2.16 2.67 3.73
H -0.39 0.91 2.57
H -5.56 0.46 0.92
H -2.34 -10.04 1.37
H -3.57 1.43 3.47
H -5.13 -8.58 2.74
H -5.52 5.10 -2.20
H 4.39 3.29 1.16
H -5.15 -0.11 -2.19
H -3.81 -0.19 -3.93
H -7.25 -1.19 -1.47
H -2.84 2.33 1.00
H -0.64 -9.87 1.82
H 6.73 0.68 -1.01
H 3.00 3.01 -3.58
H 5.57 5.16 0.08
H 4.11 -0.48 -0.85
H -7.49 -2.16 1.01
H 5.81 1.87 -1.94
H -4.30 -0.63 -0.53
H 5.76 4.16 -1.38
H -8.45 0.82 -1.19
H -0.33 -4.80 3.54
H 0.56 -2.98 4.73
H 12.26 1.78 0.08
H 10.67 2.11 3.10
H -5.58 -2.20 1.16
H 0.38 -2.63 2.98
H 11.98 2.86 2.16
H -8.79 -0.14 1.11
H 4.14 4.67 -0.86
H -6.36 -0.28 2.46

=====

2.
Computed, not measured: a molecular structure, C29H67Br8N4O6V, with ωB97M-V/def2-TZVPD.

## Properties
Spin multiplicity: 1
Frontier orbital gap: 2.75 eV
E_LUMO: -3.3 eV
F_max: 5.6 eV Å⁻¹
HOMO energy: -6.09 eV
Electronic energy: -635420.50315 eV

CARTESIAN COORDINATES (ANGSTROEM)
Br -1.76 4.57 -11.86
Br 1.88 5.58 9.35
Br 13.30 -1.35 -1.53
Br 12.12 -2.46 -5.97
Br 1.83 5.89 -11.96
Br -9.97 9.62 1.59
Br 4.76 2.49 7.30
Br -8.23 8.33 -2.52
V -2.87 -2.85 -3.92
O -6.22 2.31 5.25
O -4.92 -2.95 8.13
O 3.93 -10.62 -4.54
O 0.34 -0.14 -0.89
O -3.13 -1.72 -5.07
O -2.23 -4.11 -4.65
N 6.59 -9.89 -5.82
N -8.48 0.52 4.84
N -3.44 -2.36 5.77
N 1.01 0.87 -1.66
C -3.60 -2.45 8.26
C -9.19 1.82 2.94
C 2.93 1.57 -3.16
C 0.53 2.21 -1.38
C -5.33 3.36 5.61
C 2.78 3.05 -2.70
C -1.35 -2.23 6.96
C 2.56 -10.60 -4.84
C -9.55 9.67 -0.41
C 1.27 3.22 -2.30
C -8.34 8.80 -0.61
C 2.56 -0.83 -2.75
C -0.16 4.00 -10.90
C -5.69 -2.89 9.34
C 3.38 0.53 -0.86
C 3.14 4.07 9.04
C 4.50 -9.29 -4.63
C 2.42 0.52 -2.10
C -2.78 -2.77 6.97
C 12.91 -1.60 -4.38
C 6.74 -7.93 -4.45
C -7.42 2.71 4.60
C 1.17 4.02 -11.71
C -8.02 1.49 3.88
C -1.00 2.45 -1.40
C 12.14 -1.89 -3.06
C 6.08 -9.27 -4.65
C 1.12 2.66 0.03
C 3.57 4.01 7.60
H -9.69 0.90 2.64
H -1.36 2.16 -2.39
H 1.88 -10.04 -4.20
H 4.40 0.23 -1.12
H 12.16 -2.98 -3.01
H -7.28 1.06 3.21
H -1.34 -1.23 7.40
H 6.48 -7.53 -3.47
H 3.41 1.53 -0.43
H -0.10 4.75 -10.11
H 2.66 -1.69 -2.08
H -9.27 10.64 -0.80
H 6.40 -9.98 -3.87
H -8.01 3.21 5.37
H -0.97 -2.20 5.94
H -0.44 3.02 -10.49
H 2.54 1.50 -4.17
H 4.19 -8.82 -3.70
H 11.18 -1.39 -3.08
H 12.85 -0.52 -4.56
H 13.98 -1.84 -4.36
H -4.97 3.69 4.63
H 2.73 3.09 9.26
H -1.23 3.50 -1.24
H -3.64 -1.37 5.86
H -7.15 3.48 3.88
H -3.76 -1.37 8.34
H 2.00 3.49 -11.25
H 1.86 -0.88 -3.58
H -2.63 -3.85 6.90
H 2.40 -11.67 -4.76
H -3.11 -2.89 9.12
H -6.71 -3.11 9.01
H 5.90 -10.62 -5.98
H 2.29 -10.16 -5.80
H -0.69 -2.87 7.54
H -8.89 2.27 2.00
H 4.19 4.86 7.33
H -2.83 -2.32 4.96
H 3.86 4.21 9.85
H 6.37 -7.25 -5.21
H 2.75 3.92 6.89
H -8.45 7.85 -0.09
H -9.39 0.66 5.26
H 3.99 1.46 -3.42
H -9.93 2.44 3.44
H -10.40 9.22 -0.93
H 0.63 3.60 0.29
H -7.42 9.34 -0.41
H 3.49 -0.87 -3.33
H -7.86 0.71 5.61
H -5.36 -3.53 10.15
H 1.14 4.21 -1.85
H -5.80 4.22 6.09
H 0.92 3.74 -12.73
H 2.12 3.09 0.03
H 3.12 3.66 -3.54
H -4.51 2.91 6.16
H 3.52 3.23 -1.92
H 1.22 1.92 0.82
H 7.80 -8.06 -4.65
H 2.89 -0.11 -0.13
H -5.69 -1.87 9.74
H 6.53 -9.35 -6.68
H 0.64 3.22 -3.19
H -1.52 1.94 -0.59
H 3.99 -8.70 -5.39

=====

3.
Computed, not measured: a molecular structure, C29H67CsN5O4PSSi5Te, with ωB97M-V/def2-TZVPD.

## Properties
Spin multiplicity: 1
Frontier orbital gap: 5.43 eV
Net charge: -2
E_LUMO: 3.6 eV
F_max: 1.3 eV Å⁻¹
HOMO energy: -1.86 eV
Electronic energy: -114163.31985 eV
Energy above the lowest of the compared OMol25 structures with the same formula, charge and spin: 42.8 kJ/mol

CARTESIAN COORDINATES (ANGSTROEM)
Cs 0.78 0.22 -0.99
Te 2.25 2.68 -4.21
S -2.64 1.39 -0.57
P 0.06 1.74 -4.25
Si -0.16 -4.45 -0.35
Si 1.55 2.13 3.37
Si 1.61 -3.31 -2.67
Si -1.41 1.60 4.07
Si 0.64 -0.74 3.97
O -0.34 1.36 -5.77
O 3.74 1.01 -1.21
O -1.05 2.87 -3.93
O -0.19 0.54 -3.42
N -4.97 -1.62 0.21
N -4.52 -0.34 0.35
N -2.19 -1.53 -1.96
N -3.18 -1.26 -1.01
N 1.31 3.03 0.74
C 0.84 -3.12 -1.04
C -3.43 -0.06 -0.39
C 1.20 3.91 -0.25
C -2.89 0.66 3.35
C 5.08 0.59 -1.06
C 1.50 -1.68 2.57
C -1.82 2.74 -7.08
C 1.79 -0.96 5.48
C 1.05 5.28 -0.05
C 0.21 0.97 3.60
C 3.21 1.41 2.82
C -0.84 -1.85 4.41
C 2.47 -4.98 -3.02
C 1.97 3.17 4.92
C 1.03 5.75 1.25
C -4.23 -3.54 -1.15
C 1.29 3.47 2.01
C -1.35 -3.88 1.02
C 2.99 -2.04 -2.97
C 0.78 -5.88 0.50
C 1.16 4.83 2.28
C -1.19 -5.32 -1.69
C -4.15 -2.16 -0.64
C -1.75 1.62 5.95
C -0.39 2.38 -6.77
C -0.86 4.22 -3.52
C -1.73 3.39 3.55
C 0.41 -3.09 -4.12
C -1.78 4.51 -2.35
H 0.93 -3.23 -5.07
H -2.81 4.29 -2.60
H 1.56 -2.76 -0.30
H 0.91 6.80 1.46
H 1.72 -2.72 2.85
H -0.76 -3.62 1.91
H 1.26 3.52 -1.26
H -1.52 -1.96 3.56
H 2.72 -0.39 5.36
H -1.10 4.87 -4.37
H 3.57 -2.33 -3.85
H 5.77 1.44 -1.03
H -4.91 0.28 1.03
H 2.06 -2.01 5.65
H 1.09 3.70 5.29
H -0.42 -3.80 -4.07
H 0.96 5.94 -0.90
H -3.81 1.26 3.47
H 5.15 0.06 -0.12
H 2.61 -1.03 -3.16
H 2.29 2.49 5.71
H -1.41 -1.46 5.25
H -1.70 5.57 -2.07
H 3.55 0.59 3.46
H 2.44 -1.21 2.27
H 3.62 1.44 -2.07
H -1.63 0.62 6.38
H 0.18 4.39 -3.26
H 0.12 1.98 -7.65
H 3.28 -5.14 -2.30
H 0.86 -1.71 1.68
H -4.12 -3.54 -2.24
H 1.16 5.17 3.31
H -0.01 -2.08 -4.11
H 0.18 3.25 -6.44
H 3.97 2.19 2.84
H -5.18 -3.97 -0.87
H -2.37 1.86 -7.42
H -2.05 -4.66 1.32
H -2.73 3.69 3.86
H 2.90 -5.01 -4.03
H 3.67 -1.98 -2.11
H -1.66 3.51 2.46
H -1.91 -2.99 0.75
H -3.05 -0.31 3.81
H -1.90 -6.03 -1.25
H -3.42 -4.14 -0.74
H 3.14 1.04 1.79
H -1.74 -4.61 -2.31
H 1.40 -5.49 1.31
H -1.85 3.50 -7.87
H -0.53 -5.89 -2.35
H -2.76 1.98 6.18
H 5.39 -0.09 -1.87
H -1.36 -1.93 -1.49
H 0.11 -6.63 0.91
H -2.32 3.13 -6.19
H -1.03 2.28 6.45
H 1.29 -0.58 6.38
H 2.77 3.90 4.74
H 1.77 -5.81 -2.92
H -1.02 4.09 4.00
H -2.73 0.51 2.28
H -1.93 -0.65 -2.40
H -1.50 3.91 -1.48
H 1.45 -6.37 -0.22
H -0.47 -2.84 4.68

=====

4.
Computed, not measured: a molecular structure, C29H67CsN5O4PSSi5Te, with ωB97M-V/def2-TZVPD.

## Properties
Spin multiplicity: 1
Frontier orbital gap: 5.68 eV
Net charge: -2
E_LUMO: 3.5 eV
F_max: 0.6 eV Å⁻¹
HOMO energy: -2.14 eV
Electronic energy: -114163.76381 eV
Energy above the lowest of the compared OMol25 structures with the same formula, charge and spin: 0.0 kJ/mol

CARTESIAN COORDINATES (ANGSTROEM)
Cs 1.09 0.34 -0.47
Te 0.40 5.58 -2.20
S -4.03 -2.04 -0.97
P 1.93 3.82 -1.94
Si 3.66 -1.80 -2.30
Si 2.62 -3.39 0.14
Si -1.75 3.63 3.08
Si -3.76 1.23 3.10
Si 0.89 -3.23 -2.39
O 3.27 4.27 -2.74
O 2.49 3.68 -0.42
O 0.67 1.07 2.56
O 1.54 2.41 -2.27
N 0.53 -2.18 1.52
N -2.71 0.19 -1.79
N -2.15 0.50 -0.55
N -3.12 0.33 -3.94
N -3.73 -0.76 -3.37
C -0.11 -1.95 -3.39
C 4.50 -0.31 -1.47
C 1.37 -4.54 -3.69
C 1.12 -3.38 1.33
C -1.08 -3.17 2.98
C -0.53 -2.09 2.32
C 5.13 -2.97 -2.64
C 3.13 -5.22 0.06
C 3.17 -1.13 -4.00
C -2.15 1.91 2.67
C -2.49 0.89 -2.96
C -5.17 1.62 1.87
C 0.63 -4.51 2.00
C 2.29 -2.60 -1.43
C 2.86 4.80 0.37
C -0.43 -4.11 -1.36
C -0.19 4.22 2.20
C -3.85 -0.66 3.26
C 1.30 0.54 3.69
C 3.97 -2.57 1.18
C -3.51 -0.88 -2.05
C -4.39 1.86 4.78
C -1.41 3.86 4.94
C -0.48 -4.41 2.82
C 3.52 4.27 1.63
C -3.08 4.94 2.68
C 4.31 2.50 -4.04
C 4.37 3.35 -2.79
C -1.67 2.12 -3.04
H 1.83 -5.40 -3.18
H 2.85 3.59 2.14
H -5.23 2.70 1.69
H 4.94 -0.55 -0.50
H -5.35 1.39 5.02
H -1.96 -3.04 3.59
H 3.87 0.57 -1.34
H 2.41 -0.35 -3.92
H -1.71 2.50 -4.06
H 3.71 -1.53 1.39
H -2.29 3.64 5.55
H 2.77 -1.91 -4.66
H 5.27 3.97 -2.77
H -3.63 -1.16 2.31
H 1.11 -5.47 1.84
H 4.37 2.72 -1.90
H 0.39 -1.67 -4.32
H 5.18 1.83 -4.09
H 5.32 0.00 -2.13
H 4.32 3.14 -4.93
H -1.86 1.68 1.64
H 0.51 -4.90 -4.26
H -4.53 2.94 4.79
H 3.55 5.44 -0.20
H -0.04 -4.96 -0.81
H 4.44 3.74 1.38
H -0.27 1.34 2.78
H -6.14 1.27 2.23
H 2.35 -5.83 -0.41
H -0.30 -1.02 -2.85
H 3.41 1.90 -4.04
H -1.10 4.89 5.15
H 4.79 -3.83 -3.21
H 5.94 -2.48 -3.20
H 3.36 -5.65 1.04
H 4.94 -2.58 0.67
H 4.04 -0.69 -4.49
H 0.03 5.26 2.44
H 4.08 -3.09 2.13
H -1.08 -2.38 -3.65
H -0.61 3.19 5.25
H 1.34 1.27 4.52
H -4.04 4.70 3.16
H 1.97 5.38 0.60
H -0.88 -5.29 3.32
H -0.95 -1.09 2.44
H -2.77 5.93 3.01
H 0.65 3.60 2.51
H 4.03 -5.31 -0.56
H 3.76 5.10 2.30
H -0.62 1.95 -2.77
H -4.99 1.12 0.91
H -0.91 -3.44 -0.64
H -3.68 1.60 5.58
H -3.25 4.98 1.60
H -2.22 -0.37 0.00
H -2.04 2.89 -2.36
H 5.55 -3.34 -1.70
H -0.28 4.14 1.12
H 0.80 -0.36 4.06
H -4.25 -1.41 -3.93
H 2.11 -4.15 -4.40
H -2.76 1.16 -0.08
H -4.85 -0.98 3.57
H -1.21 -4.48 -2.03
H 2.33 0.28 3.43
H -3.13 -1.01 4.01

=====

Q: Number 2 is which compound?
A: C29H67Br8N4O6V